1.
{"formula": "C11H15N", "method": "wB97M-V/def2-TZVPD", "smiles": "C=C(C)c1cc[nH]c1/C(C)=C/C", "e_above_lowest_ev": 3.9767, "total_energy_ev": -13136.8146, "homo_energy_ev": -7.59, "elements": ["N", "C", "C", "C", "C", "C", "C", "C", "C", "C", "C", "C", "H", "H", "H", "H", "H", "H", "H", "H", "H", "H", "H", "H", "H", "H", "H"], "xyz": [[0.76045, 2.30178, -0.15679], [-0.96346, 0.62140, -0.01216], [3.04691, -1.92085, -0.60190], [-1.88284, -0.19103, -0.68996], [2.08110, 2.40889, -0.33882], [2.70540, 1.20931, -0.12840], [1.66803, 0.17234, -0.12698], [-1.53267, 1.52216, 1.12364], [-3.37793, -0.37832, -0.79445], [0.47379, 0.98140, -0.08798], [1.10226, -2.06585, 0.91323], [1.89120, -1.31387, 0.11379], [1.26464, -3.16482, 1.05573], [2.42211, 3.42260, -0.30648], [3.72310, 0.91721, -0.28473], [0.10351, 3.08188, -0.11357], [-2.76285, 1.68205, 1.11505], [-3.61886, -0.95891, -1.80003], [-3.95967, 0.48783, -0.85372], [-1.42381, 1.01246, 2.08046], [-1.07149, 2.53998, 1.19016], [2.86664, -2.26768, -1.71516], [0.08091, -1.61387, 1.21707], [3.69661, -1.08563, -0.74314], [-1.41935, -0.77292, -1.38643], [-3.74448, -0.87284, 0.10337], [3.51803, -2.83175, -0.05168]], "forces_ev_per_angstrom": [[-0.306, -0.644, -0.613], [-4.003, 0.537, 0.862], [0.632, -1.811, -1.252], [2.520, 2.663, 1.388], [1.577, 1.475, 1.418], [-1.034, -1.801, -1.734], [-1.139, 2.352, 1.066], [-3.406, 0.541, -0.122], [0.566, -1.692, -0.893], [-0.454, -4.012, -0.666], [-1.644, 0.766, -0.575], [-1.556, -0.192, 0.265], [-0.098, 1.226, -0.143], [0.811, 0.163, -0.302], [0.514, 0.583, 0.263], [0.505, -0.770, -0.310], [3.114, -0.355, -0.439], [0.517, 0.860, 2.401], [-0.586, 1.783, -0.077], [0.468, 0.093, 0.118], [-0.625, -1.048, 0.166], [-0.250, 0.599, 2.178], [1.982, -0.882, 0.025], [1.388, -0.005, 0.018], [1.446, -1.675, -1.933], [-0.232, -0.577, -0.221], [-0.707, 1.826, -0.889]]}


2.
{"formula": "H21O10", "method": "wB97M-V/def2-TZVPD", "e_above_lowest_ev": 5.0683, "total_energy_ev": -20805.7601, "charge": 1, "homo_energy_ev": -13.25, "elements": ["O", "O", "O", "O", "O", "O", "O", "O", "O", "O", "H", "H", "H", "H", "H", "H", "H", "H", "H", "H", "H", "H", "H", "H", "H", "H", "H", "H", "H", "H", "H"], "xyz": [[53.40400, 13.88800, 45.24700], [52.97200, 11.48800, 43.36100], [48.38500, 14.54400, 46.69300], [50.58800, 16.44700, 46.01600], [54.65900, 15.22600, 43.35700], [50.61900, 14.16900, 42.21100], [48.71100, 12.61700, 44.20400], [51.17100, 13.85400, 45.17100], [50.39900, 10.51300, 44.17400], [50.27800, 14.26100, 48.55800], [47.75700, 14.25500, 47.33200], [53.15700, 10.58100, 43.60900], [50.88000, 10.68300, 43.58700], [48.25100, 12.78000, 45.01800], [49.89300, 13.97300, 41.67300], [51.00300, 13.75700, 44.21000], [50.43300, 15.29300, 48.80100], [53.82200, 12.97500, 45.41400], [50.99100, 16.94400, 45.22200], [52.13200, 13.49000, 45.33800], [53.74600, 12.07500, 43.17000], [51.14100, 14.78700, 45.68100], [49.84800, 11.45700, 44.21200], [54.53000, 14.82800, 42.47900], [48.05900, 15.34900, 46.21000], [51.42500, 13.70700, 41.97600], [54.07500, 14.72900, 43.97900], [48.17800, 12.91300, 43.56000], [50.99800, 16.80400, 46.76500], [53.63900, 14.22500, 46.23400], [49.66000, 14.31100, 47.88700]], "forces_ev_per_angstrom": [[3.773, -1.982, 5.415], [0.041, 2.032, -0.145], [0.394, 1.082, -1.914], [0.359, -0.420, -3.840], [-0.659, -0.664, -0.032], [1.859, 0.995, 2.504], [2.963, -1.199, 3.037], [-0.976, 0.514, 1.744], [-13.202, -0.156, 14.005], [3.300, 3.730, 3.265], [-1.221, -0.008, 0.658], [0.772, -0.009, -0.052], [11.890, 3.462, -14.213], [-0.191, 0.161, 0.886], [-1.235, -0.824, -1.525], [-0.810, 0.871, -0.118], [-0.649, -3.891, -0.643], [-0.392, 1.276, -1.085], [-0.968, -0.888, 1.809], [-1.059, 0.692, -0.361], [-0.563, -1.793, 0.170], [-0.921, -1.325, -1.825], [1.403, -3.709, 0.143], [0.134, 0.347, 0.423], [0.251, -1.195, 1.036], [-0.336, -0.314, -0.771], [0.907, 0.737, -1.069], [-2.997, 1.471, -3.827], [0.963, 1.049, 1.865], [-0.723, -0.285, -3.112], [-2.110, 0.242, -2.430]]}


3.
{"formula": "C2H2AgFNaO", "method": "wB97M-V/def2-TZVPD", "total_energy_ev": -15277.9434, "charge": 1, "homo_energy_ev": -12.10, "elements": ["Ag", "Na", "F", "O", "C", "C", "H", "H"], "xyz": [[0.32548, 2.58365, -0.53297], [0.37658, -2.90298, -0.68414], [0.17347, 1.26136, 1.27691], [-0.15922, 0.40940, -1.13056], [0.02327, -0.15139, 1.06655], [-0.20680, -0.60585, -0.16323], [0.26176, -0.69094, 1.97736], [-0.79455, 0.09675, -1.80991]], "forces_ev_per_angstrom": [[-0.049, 0.109, -0.324], [-0.135, 0.168, 0.122], [0.058, -0.564, 0.630], [-1.318, -0.010, -1.434], [0.305, 0.037, -0.364], [0.704, -0.676, 1.186], [-0.371, 0.245, -0.169], [0.807, 0.690, 0.353]]}


4.
{"formula": "C32H46BF3N4O10", "method": "wB97M-V/def2-TZVPD", "total_energy_ev": -69200.9785, "homo_energy_ev": -9.14, "elements": ["F", "F", "F", "O", "O", "O", "O", "O", "O", "O", "O", "O", "O", "N", "N", "N", "N", "C", "C", "C", "C", "C", "C", "C", "C", "C", "C", "C", "C", "C", "C", "C", "C", "C", "C", "C", "C", "C", "C", "C", "C", "C", "C", "C", "C", "C", "C", "C", "C", "B", "H", "H", "H", "H", "H", "H", "H", "H", "H", "H", "H", "H", "H", "H", "H", "H", "H", "H", "H", "H", "H", "H", "H", "H", "H", "H", "H", "H", "H", "H", "H", "H", "H", "H", "H", "H", "H", "H", "H", "H", "H", "H", "H", "H", "H", "H"], "xyz": [[2.19239, -1.10261, -1.10300], [0.71455, -2.64690, -1.28043], [0.19489, -0.63350, -1.73575], [1.23611, 2.51305, 0.85177], [-4.68356, -0.19630, -6.92071], [-4.18928, -1.76695, -5.24618], [-3.94181, 2.10089, -3.17279], [-5.73101, -1.59711, -8.34168], [-4.68388, 0.51991, -4.58330], [-1.38938, 1.55688, -4.47896], [-2.62310, 0.06249, -5.63052], [-5.11155, -3.56677, -6.23387], [-3.89873, -1.35039, 1.90845], [-2.75787, 0.20086, -0.01576], [-3.90977, -3.49944, 1.20392], [-1.00793, -1.23781, 0.56163], [-1.29422, 0.84181, 1.62435], [-0.67851, 1.54430, 4.46013], [1.60231, 5.08651, -1.75510], [3.06204, -3.83331, 0.77308], [-3.77524, 1.31634, -4.07035], [0.91849, -1.38630, -0.90184], [-0.77366, 0.31613, 5.37691], [2.50531, -2.57966, 1.47457], [-2.79471, 2.60946, -0.56090], [-2.42939, 1.02486, -4.74942], [1.79201, 3.49425, 0.03453], [3.13853, 3.82838, 0.22452], [-0.04411, 0.45276, 2.30111], [-3.30445, -0.72485, -0.99763], [0.40001, 1.45423, 3.34905], [5.45758, -0.29477, 1.08059], [-3.49194, 1.45812, 0.15736], [5.61323, -1.36237, -0.01991], [0.96433, 0.13890, 1.18438], [4.19686, -3.53022, -0.19519], [5.38327, -2.80492, 0.47152], [-4.83367, -2.40553, -6.22272], [3.71338, 4.80151, -0.59234], [-1.68934, -0.06918, 0.68102], [1.01214, 4.11795, -0.93802], [-4.05359, -2.13125, 1.00580], [1.74014, 1.05837, 3.96414], [2.95260, 5.42552, -1.58761], [1.11761, 1.27483, 0.17451], [-5.15622, -1.37730, -7.31966], [0.49476, -1.17930, 0.56420], [-4.35501, -1.69833, -0.41115], [0.98309, -2.38896, 1.38895], [-4.04748, -0.34987, -5.61075], [0.59575, -2.23101, 2.39112], [-4.45972, 1.29669, -0.30072], [4.54262, -4.47481, -0.60914], [-3.50906, 3.10925, -1.19890], [-3.68069, 1.67259, 1.20311], [1.01543, 5.56555, -2.52224], [0.47822, 2.45467, 2.94790], [1.84532, -0.01107, 4.11819], [3.42668, 6.16710, -2.20972], [-2.03801, 2.20913, -1.22759], [5.61837, -0.73140, 2.06098], [-4.25626, -3.73568, 2.12842], [-1.65348, 1.79280, 4.04684], [-5.31765, -1.19913, -0.40895], [5.30315, -2.82601, 1.55532], [-4.39423, -2.57029, -1.05386], [-2.06533, 0.90001, 2.28830], [3.69225, 3.32507, 1.00041], [6.62094, -1.26606, -0.41363], [-2.52812, -1.25746, -1.53685], [-0.30659, 0.49825, 6.33813], [-0.23294, -0.48371, 2.82923], [3.03905, -1.71427, 1.09383], [6.14052, 0.53618, 0.94267], [2.54905, 1.39546, 3.31898], [1.99624, 1.12894, -0.44829], [1.92689, -0.00444, 1.66304], [-0.29478, -0.56381, 4.95379], [-0.40268, 2.39013, 5.08470], [0.25839, 1.31276, -0.50068], [6.28509, -3.36829, 0.24373], [3.44966, -4.52541, 1.51788], [2.29034, -4.38550, 0.23995], [4.44591, 0.11397, 1.07067], [0.48785, -3.28035, 1.02083], [-1.80553, 0.03917, 5.56976], [2.75982, -2.65115, 2.52768], [-4.47429, -4.01421, 0.53683], [1.86336, 1.59076, 4.90114], [4.75202, 5.05748, -0.45580], [-0.02806, 3.87019, -1.07529], [3.85988, -2.94048, -1.04249], [-3.79812, -0.11725, -1.74852], [-2.37808, 3.35955, 0.10168], [-1.30023, -1.78442, -0.23877], [4.94474, -1.13394, -0.84455]], "forces_ev_per_angstrom": [[0.706, 0.095, -0.057], [-0.111, -0.644, -0.116], [-0.257, 0.343, -0.350], [0.329, 0.165, -0.091], [0.064, -0.195, 0.219], [-0.016, 0.129, -0.048], [-0.102, -0.076, -0.043], [0.020, -0.035, 0.051], [0.158, 0.005, -0.003], [-0.049, -0.002, 0.073], [-0.188, 0.116, 0.143], [-0.005, 0.024, 0.004], [0.001, 0.643, 0.644], [-0.108, -0.343, -0.351], [-1.267, 0.164, -0.111], [0.800, 0.414, -0.874], [0.046, -0.654, 0.346], [0.483, -0.186, 0.221], [0.625, -0.179, 0.414], [0.076, 0.032, -0.235], [-0.278, 0.057, 0.188], [-0.335, 0.322, 0.240], [-0.189, -0.083, -0.158], [-0.060, -0.447, -0.038], [-0.185, 0.264, -0.011], [0.402, -0.123, -0.190], [0.171, 0.189, -0.015], [-0.714, 0.201, -0.502], [0.114, 0.042, -0.432], [-0.485, -0.076, -0.025], [-0.788, 0.019, 0.912], [-0.422, -0.187, -0.348], [-0.040, 0.346, -0.159], [0.217, 0.296, 0.586], [-0.046, 0.441, 0.183], [0.300, -0.124, 0.287], [0.197, -0.026, -0.651], [0.065, -0.276, 0.246], [-0.584, -0.168, -0.092], [-0.144, 0.236, 0.235], [0.683, 0.301, -0.075], [0.176, -0.621, -0.292], [0.042, 0.546, -0.473], [-0.265, -0.469, 0.464], [-0.439, 0.166, -0.180], [-0.093, 0.301, -0.303], [-0.036, -0.822, 0.372], [0.617, 0.098, -0.022], [0.102, 0.406, 0.159], [-0.016, -0.092, -0.243], [-0.141, 0.005, 0.101], [-0.171, -0.119, -0.010], [0.016, -0.131, -0.083], [-0.077, 0.113, -0.116], [0.050, -0.144, 0.204], [-0.073, 0.061, -0.078], [0.073, 0.031, -0.368], [-0.022, -0.176, 0.165], [-0.073, 0.107, -0.152], [0.202, 0.122, -0.092], [0.162, 0.035, 0.194], [0.578, -0.081, 0.206], [-0.113, 0.054, -0.119], [-0.232, -0.031, 0.070], [-0.155, 0.013, 0.184], [-0.218, -0.005, -0.271], [0.043, 0.574, -0.060], [0.133, -0.059, 0.091], [0.131, -0.116, -0.132], [0.251, -0.064, 0.081], [0.121, 0.015, 0.122], [0.055, -0.140, 0.128], [-0.022, 0.190, -0.004], [0.098, 0.129, 0.004], [0.158, -0.116, -0.088], [0.157, -0.153, -0.035], [0.148, -0.237, -0.022], [0.061, -0.117, -0.079], [-0.073, 0.249, -0.024], [-0.054, 0.092, -0.025], [0.110, -0.120, 0.048], [-0.004, -0.087, 0.157], [-0.254, 0.064, -0.022], [-0.090, 0.094, 0.114], [-0.039, -0.178, -0.108], [-0.146, -0.005, 0.064], [0.092, 0.144, 0.157], [0.360, -0.205, -0.149], [0.069, -0.108, 0.271], [0.117, 0.085, -0.016], [-0.123, -0.168, 0.084], [-0.218, 0.058, -0.087], [0.018, 0.083, -0.140], [0.271, -0.148, 0.263], [-0.271, -0.169, 0.227], [-0.082, 0.026, -0.154]]}


5.
{"formula": "C7H10N4O3", "method": "wB97M-V/def2-TZVPD", "smiles": "CCN1C(=O)NC(=O)[C@@]1(C#N)NOC", "e_above_lowest_ev": 3.4842, "total_energy_ev": -19520.7012, "homo_energy_ev": -10.15, "elements": ["O", "O", "O", "N", "N", "N", "N", "C", "C", "C", "C", "C", "C", "C", "H", "H", "H", "H", "H", "H", "H", "H", "H", "H"], "xyz": [[-3.02977, 1.12940, 0.53188], [-0.25481, 2.48051, 0.36820], [-0.13061, -2.23283, 1.83964], [-1.81939, -0.59625, -2.90457], [-0.24957, 1.51745, -0.72928], [-0.02343, -0.91217, -0.03677], [-1.72170, -0.52491, 1.47975], [-2.09990, 0.34494, 0.56597], [0.68645, -1.73021, -0.90313], [-1.46209, -0.10457, -1.94082], [2.13034, -1.19521, -0.88336], [-1.06682, 0.39270, -0.55303], [-0.54359, -1.41399, 1.09712], [0.82682, 2.26735, 1.34417], [0.68812, 1.46886, 1.97327], [0.14312, -1.85753, -1.86571], [1.66158, 2.18123, 0.74312], [-0.47929, 2.19575, -1.44578], [2.17121, -0.14307, -0.92052], [-2.40711, -0.71928, 2.22363], [0.73803, -2.67316, -0.35795], [2.85075, -1.67876, -1.62581], [2.60562, -1.39079, 0.09197], [0.78603, 3.19453, 1.90801]], "forces_ev_per_angstrom": [[0.302, -0.859, 0.354], [-0.189, -1.410, 0.643], [0.208, -1.521, 0.568], [-0.140, -0.288, -0.973], [0.654, 2.242, 1.290], [-4.335, 3.416, 0.675], [0.408, -1.850, 0.749], [-0.833, 2.233, -1.445], [2.052, -0.958, -0.425], [-0.226, 0.934, 2.846], [1.589, -1.933, -0.819], [2.782, -3.311, -1.747], [-1.636, 2.850, 0.703], [-2.083, 2.390, -1.856], [-0.551, -2.127, 1.337], [0.817, 0.094, 0.408], [2.252, -0.189, -0.690], [-0.404, -0.845, -0.572], [-0.108, 1.321, -0.744], [0.974, -0.167, -0.325], [-0.180, -0.479, -0.580], [-1.143, 0.758, 0.659], [-0.502, -0.331, -0.110], [0.291, 0.028, 0.056]]}


Number 1: F_max 4.130 eV/Å, E_LUMO 0.848 eV. Number 2: F_max 19.247 eV/Å, E_LUMO -3.720 eV. Number 3: F_max 1.948 eV/Å, E_LUMO -4.747 eV. Number 4: F_max 1.283 eV/Å, E_LUMO -0.127 eV. Number 5: F_max 5.561 eV/Å, E_LUMO 0.555 eV.